[1]
Density functional theory data (wB97M-V/def2-TZVPD) for a 4-piece molecular cluster, C15H27O13P overall.

Element x y z (Å)
C 3.69266 8.30350 15.94908
C 2.48459 9.14892 15.75330
O 1.37229 8.27565 15.85967
C 1.86527 7.11582 16.31579
O 1.20584 6.13395 16.74356
O 3.15987 7.07413 16.26516
H 4.31436 8.88733 16.62784
H 4.03567 8.23336 14.91684
H 2.66268 9.86398 14.95014
H 2.53550 9.80931 16.61897
C -1.58866 6.01521 17.66284
C -1.50535 7.50367 17.64225
O -2.49822 7.94452 18.44289
C -3.38817 6.97582 18.63961
O -4.58303 7.03845 18.97957
O -2.82323 5.76872 18.30039
H -0.74421 5.61935 18.22702
H -1.82325 5.63619 16.66815
H -1.46094 7.82918 16.60293
H -0.58571 7.64981 18.20882
C 5.51007 11.23927 13.57699
C 5.85341 12.33085 12.59119
O 4.66503 12.58552 11.95336
C 3.76209 11.63908 12.24437
O 2.62430 11.62637 11.81039
O 4.32483 10.68727 13.04801
H 5.38768 11.56385 14.61033
H 6.31760 10.50789 13.54404
H 6.76698 12.24082 12.00350
H 6.13373 13.16391 13.23581
C 0.20253 4.44962 12.78922
C 1.03137 5.76329 12.89852
O 1.18971 6.45172 11.68734
P 2.11337 7.74262 11.74105
O 2.54800 8.10511 10.41025
O 1.24463 8.96175 12.52652
C 0.31798 9.67069 11.71255
C -0.34123 10.69698 12.58899
O 3.35960 7.38597 12.76921
C 4.50095 6.76082 12.34331
C 4.75087 5.61010 13.35789
H 0.66347 3.69473 13.42622
H -0.87573 4.59981 12.84301
H 0.28434 3.94042 11.82894
H 0.47747 6.44703 13.54178
H 1.88527 5.45193 13.50021
H 0.72165 10.22581 10.86579
H -0.46032 9.10337 11.20217
H -0.66468 10.18998 13.49808
H 0.30661 11.40849 13.10099
H -1.13429 11.14190 11.98798
H 4.56107 6.33755 11.34064
H 5.42991 7.31632 12.47194
H 4.79960 5.88963 14.41032
H 3.93714 4.88487 13.35605
H 5.67789 5.08017 13.13903

Cartesian forces (eV/Å) of the 6 atoms listed first:
0.2 1.4 -3.1
0.5 2.5 1.8
-0.1 0.0 -0.4
-3.5 -3.9 1.6
1.6 3.6 -1.7
1.9 -1.4 1.5

Its energy is -1907.23820 a.u. The value obtained for the HOMO energy is -0.38331 Ha. Its molecular weight is 446.3 g/mol. Its SMILES is CCOP(=O)(OCC)OCC.O=C1OCCO1.O=C1OCCO1.O=C1OCCO1. The value obtained for the LUMO energy is 0.0112 eV. Its HOMO-LUMO gap is 10.4 eV.

[2]
Density functional theory data (wB97M-V/def2-TZVPD) for C15H28AsF6NP2Pt as an isolated structure.

Element x y z (Å)
Pt -0.03625 0.19914 -0.07579
C -1.96498 2.65822 -1.78882
P -0.64860 2.49707 -0.56598
C 0.74106 3.45712 -1.19006
C -1.25761 3.47780 0.87666
C -0.47269 3.41699 2.19509
P -0.66926 1.93967 3.21474
C 0.44583 2.03550 4.61207
C -2.36025 1.81954 3.82077
H -2.20687 3.71695 -1.90219
H -2.86426 2.11951 -1.49175
H -1.62168 2.28498 -2.75451
H 0.37131 4.43852 -1.49625
H 1.18952 2.96597 -2.05200
H 1.50830 3.57617 -0.42902
H -2.31145 3.23606 1.02529
H -1.21487 4.51101 0.52686
H -0.81581 4.22914 2.84565
H 0.59701 3.55317 2.03691
H 0.13334 2.88608 5.22817
H 1.47027 2.17734 4.27647
H 0.38222 1.13013 5.21650
H -2.54610 2.68917 4.46353
H -2.46928 0.91392 4.42043
H -3.09151 1.80126 3.01304
F 1.31182 0.76386 1.51254
As 3.19409 0.60355 0.72716
F 2.82215 -1.06374 0.73785
F 3.68100 0.54177 2.32741
F 4.62348 0.49386 -0.11578
F 3.01496 2.27819 0.71677
F 2.17338 0.59062 -0.77720
C -2.01169 -3.21318 -3.05390
N -0.62029 -3.07956 -3.42328
C -0.14416 -3.75138 -4.60801
C 0.26735 -2.21953 -2.64229
C 0.42662 -2.69812 -1.19944
C 0.90747 -3.95637 -0.97327
C 1.10851 -4.44118 0.35363
C 0.80597 -3.64802 1.46709
C 0.34155 -2.37863 1.26146
C 0.18012 -1.84764 -0.07398
H -2.64128 -2.79878 -3.85167
H -2.22204 -2.70212 -2.12075
H -2.28429 -4.26851 -2.97668
H -0.37015 -3.13705 -5.49566
H -0.66824 -4.69641 -4.75363
H 0.93297 -3.89559 -4.58235
H -0.13944 -1.20887 -2.63752
H 1.23836 -2.18376 -3.12739
H 1.15944 -4.60437 -1.80780
H 1.51714 -5.43463 0.49932
H 0.95715 -4.02501 2.47013
H 0.15064 -1.74985 2.12142

Cartesian forces (eV/Å) of the 6 atoms listed first:
0.1 0.2 -1.1
-0.1 0.1 0.0
0.1 0.0 0.9
0.0 0.1 -0.2
0.0 0.0 -0.2
0.1 -0.2 -0.5

Its spin multiplicity is 6. The expectation value of S² is 8.780. Its energy is -4279.01056 a.u. The value obtained for the HOMO energy (spin up / spin down) is -0.66803 / -0.67441 Ha. As for the total charge: +3. Its molecular weight is 668.3 g/mol. The value obtained for the LUMO energy (spin up / spin down) is -8.7244 / -12.5772 eV. Its HOMO-LUMO gap (spin up / spin down) is 9.5 / 5.8 eV.

[3]
Density functional theory data (wB97M-V/def2-TZVPD) for C15H28BN9O4RuS3 as an isolated structure.

Element x y z (Å)
Ru -0.32618 0.10944 0.25020
C -2.44347 -3.08229 2.29152
N -3.00272 -1.81995 1.81147
C -4.25420 -1.66051 1.25229
C -4.43003 -0.33507 1.07917
N -3.30820 0.31907 1.55061
B -3.45975 1.88792 1.83801
N -2.15581 2.57169 2.36062
C -2.05847 3.14565 3.61439
C -0.95119 3.91215 3.64304
N -0.35981 3.78766 2.39305
C 0.78492 4.55847 1.92228
C -1.10733 2.96008 1.63596
S -0.74804 2.45979 0.01042
C -2.43049 -0.60504 1.96382
S -0.83208 -0.34457 2.60190
H -3.07230 -3.88988 1.92687
H -2.43443 -3.09680 3.37806
H -1.43076 -3.20128 1.92712
H -4.89866 -2.49541 1.03536
H -5.26838 0.21112 0.67938
H -4.27071 1.99882 2.73169
H -3.80825 2.39761 0.79873
H -2.79384 2.95703 4.37737
H -0.52743 4.52086 4.42304
H 1.11137 5.21005 2.72723
H 0.50866 5.15968 1.06059
H 1.60669 3.90811 1.62979
N 1.84594 0.75203 1.19633
N 2.99861 0.46190 0.46896
C 2.94945 -0.58559 -0.41453
N 4.13663 -1.08228 -0.78959
N 1.76398 -0.99457 -0.78886
N 1.75483 -2.02262 -1.66293
O 0.48946 -2.48158 -2.03056
O 2.63659 -2.38168 -2.45794
H 1.75657 1.75014 1.32743
H 1.83237 0.26963 2.08693
H 3.87898 0.58375 0.94560
H 4.99039 -0.64172 -0.49787
H 4.14322 -1.75078 -1.54605
C -1.73709 -3.11602 -1.69199
C -0.48944 -2.55972 -1.09645
O -0.34991 -2.24025 0.06140
H -2.03521 -3.98709 -1.10871
H -1.60488 -3.39315 -2.73401
H -2.51034 -2.35164 -1.60474
O -0.96941 0.03281 -1.86031
S -0.07345 0.22128 -3.10788
C -1.25861 0.29815 -4.46449
C -0.92277 1.55298 -5.26522
C -0.61367 2.62397 -4.22081
C 0.36865 1.97573 -3.24994
H -2.22730 0.36982 -3.96573
H -1.19833 -0.62837 -5.03163
H -1.75061 1.83032 -5.91656
H -0.04876 1.37620 -5.89669
H -1.52480 2.90893 -3.69098
H -0.19302 3.52313 -4.66846
H 0.34859 2.38223 -2.24217
H 1.39509 1.99523 -3.62122

Cartesian forces (eV/Å) of the 6 atoms listed first:
0.0 -0.2 -0.8
-0.1 0.2 -0.1
0.0 -0.5 0.0
0.2 -0.2 0.1
0.2 0.3 0.0
-0.3 0.2 -0.1

Its spin multiplicity is 2. The expectation value of S² is 0.764. The energy relative to the best compared isomer or geometry (same formula, charge and spin) comes out at 407.4 kJ/mol. Its energy is -2696.08599 a.u. The value obtained for the HOMO energy (spin up / spin down) is -0.31131 / -0.31293 Ha. As for the total charge: +1. Its molecular weight is 606.5 g/mol. The value obtained for the LUMO energy (spin up / spin down) is -4.5478 / -4.2071 eV. Its HOMO-LUMO gap (spin up / spin down) is 3.9 / 4.3 eV.

[4]
Density functional theory data (wB97M-V/def2-TZVPD) for a 9-piece molecular cluster, C15H28Cl16O5S overall.

Element x y z (Å)
O 0.71557 -0.96189 2.61604
C 1.26973 -1.35074 1.61197
C 2.67618 -1.89216 1.42835
C 2.86856 -2.03410 -0.09147
C 1.59020 -1.38438 -0.69378
C 1.83240 -0.04026 -1.34829
C 2.06493 0.98704 -0.23266
C 2.82058 2.22209 -0.73743
S 4.29254 2.36187 0.25428
O 5.17284 1.32302 -0.20275
O 3.98969 2.30463 1.65454
O 4.88522 3.79836 -0.05023
O 0.67964 -1.34763 0.39149
H 2.85301 -2.77356 2.03327
H 3.40665 -1.15002 1.75238
H 2.92578 -3.10348 -0.27324
H 3.78123 -1.56294 -0.43562
H 1.24119 -2.11467 -1.41905
H 2.73096 -0.06747 -1.96732
H 0.93605 0.23869 -1.91077
H 1.16130 1.25080 0.29287
H 2.68289 0.48784 0.50954
H 3.13060 2.10511 -1.76945
H 2.26220 3.14926 -0.63687
H 5.16128 4.16461 0.80172
C -2.14284 -0.04428 -3.02038
Cl -2.44115 1.27680 -1.88473
Cl -0.54442 0.05185 -3.78277
H -2.19978 -0.98437 -2.48398
H -2.89686 -0.00691 -3.79657
C -2.51766 2.17994 1.83992
Cl -1.18626 2.67060 0.78574
Cl -3.70080 3.47497 2.05777
H -3.01414 1.32341 1.39728
H -2.10512 1.91460 2.80240
C 5.81137 -0.35663 -3.05130
Cl 5.92014 -2.01226 -2.45010
Cl 4.17299 0.02953 -3.61578
H 6.06227 0.32613 -2.24665
H 6.49643 -0.24366 -3.88244
C -1.22645 0.59690 5.61823
Cl -2.27715 -0.08400 4.37036
Cl -1.66663 2.26774 5.99584
H -1.32105 -0.00173 6.51581
H -0.20594 0.57528 5.25327
C -1.43003 -3.87206 -4.67985
Cl -0.58121 -3.59592 -3.15440
Cl -2.13472 -2.38654 -5.33203
H -0.72729 -4.26645 -5.40339
H -2.22871 -4.58173 -4.50259
C -0.81947 2.68997 -6.16449
Cl -1.92917 2.05304 -7.38627
Cl -1.08060 4.41355 -5.86967
H -0.98358 2.14847 -5.24160
H 0.19666 2.54810 -6.51257
C -5.94410 0.49646 5.27647
Cl -7.07889 0.77920 3.95533
Cl -6.58963 -0.63922 6.47539
H -5.03084 0.08678 4.86740
H -5.74538 1.44040 5.76977
C -4.82110 -2.94551 4.12606
Cl -4.76917 -4.58731 3.47542
Cl -4.71172 -1.72658 2.84794
H -5.75670 -2.80778 4.65363
H -3.98251 -2.81084 4.80003

Cartesian forces (eV/Å) of the 6 atoms listed first:
0.5 -0.6 -1.1
0.1 0.2 0.5
0.7 1.1 -0.2
-0.4 -0.3 0.9
1.5 -1.6 -0.4
-0.8 0.6 1.2

Its energy is -8725.78838 a.u. The value obtained for the HOMO energy is -0.37939 Ha. Its molecular weight is 887.7 g/mol. Its SMILES is O=C1CC[C@H](CCCS(=O)(=O)O)O1.ClCCl.ClCCl.ClCCl.ClCCl.ClCCl.ClCCl.ClCCl.ClCCl. The value obtained for the LUMO energy is 0.2500 eV. Its HOMO-LUMO gap is 10.6 eV.